{"formula": "C35H57Cl10F4IN3O3S3", "method": "ωB97M-V/def2-TZVPD", "elements": ["C", "C", "C", "S", "C", "C", "C", "C", "C", "C", "C", "C", "C", "C", "C", "N", "C", "S", "N", "C", "C", "C", "C", "F", "F", "F", "C", "N", "I", "C", "C", "C", "C", "C", "O", "S", "O", "O", "F", "H", "H", "H", "H", "H", "H", "H", "H", "H", "H", "H", "H", "H", "H", "H", "H", "H", "H", "H", "H", "H", "H", "H", "H", "H", "H", "H", "H", "H", "H", "H", "H", "H", "H", "H", "H", "H", "Cl", "C", "C", "Cl", "H", "H", "H", "H", "Cl", "C", "C", "Cl", "H", "H", "H", "H", "Cl", "C", "C", "Cl", "H", "H", "H", "H", "Cl", "C", "C", "Cl", "H", "H", "H", "H", "Cl", "C", "C", "Cl", "H", "H", "H", "H"], "positions_angstrom": [[0.930, -0.596, 5.455], [1.221, -1.318, 4.263], [1.435, -1.963, 2.734], [2.434, -3.471, 3.373], [0.072, -2.545, 1.935], [-1.133, -1.573, 2.409], [-1.907, -1.849, 3.823], [-2.514, -0.456, 4.519], [-3.330, -0.995, 5.876], [-3.490, 0.268, 3.419], [-4.883, 0.887, 4.022], [-5.347, 2.236, 3.163], [-6.047, 2.212, 1.850], [-6.762, 0.917, 1.145], [-6.139, 3.680, 1.054], [-0.116, -3.797, 2.705], [-1.186, -4.579, 2.399], [-2.782, -5.261, 2.366], [0.563, -2.543, 0.458], [-0.541, -2.334, -0.600], [-1.586, -3.598, -0.792], [-3.091, -3.484, -0.630], [1.299, -3.735, -0.075], [1.357, -3.883, -1.579], [0.870, -5.102, 0.285], [2.762, -3.827, 0.265], [1.410, -1.229, 0.402], [0.645, -0.004, 0.027], [2.778, -0.925, -1.361], [2.259, -0.843, 1.801], [2.008, 0.775, 2.151], [2.846, 1.412, 3.394], [1.955, 2.681, 4.020], [3.000, 3.855, 4.585], [2.873, 5.105, 3.767], [4.117, -0.895, 1.853], [4.844, -2.037, 1.106], [4.718, -1.087, 3.308], [4.768, 0.542, 1.086], [0.713, -0.341, 6.601], [1.840, -3.911, 4.600], [-2.061, -1.496, 1.660], [-0.754, -0.445, 2.510], [-2.876, -2.509, 3.598], [-1.301, -2.440, 4.629], [-1.669, 0.265, 4.887], [-2.701, -1.786, 6.492], [-3.745, -0.118, 6.531], [-4.275, -1.588, 5.475], [-2.885, 1.157, 2.926], [-3.792, -0.506, 2.576], [-4.803, 1.259, 5.149], [-5.788, 0.115, 3.944], [-5.136, 3.283, 3.667], [-6.433, -0.123, 1.572], [-6.509, 0.984, -0.015], [-7.926, 1.062, 1.232], [-6.532, 4.481, 1.839], [-5.031, 3.978, 0.816], [-6.854, 3.653, 0.127], [-1.331, -1.487, -0.322], [-0.116, -1.902, -1.629], [-1.221, -4.685, -1.126], [-3.832, -4.385, -0.713], [-3.577, -2.414, -0.441], [1.143, 0.738, -0.468], [-0.192, 0.232, 0.542], [0.866, 0.998, 2.421], [2.381, 1.451, 1.236], [3.105, 0.705, 4.279], [3.874, 1.916, 3.057], [1.211, 2.296, 4.837], [1.419, 3.169, 3.077], [4.128, 3.538, 4.509], [2.793, 4.092, 5.736], [3.805, 5.399, 3.506], [3.874, 0.111, -4.278], [5.021, 1.317, -4.915], [4.771, 2.704, -4.346], [3.242, 3.406, -4.931], [4.948, 1.310, -6.007], [6.023, 0.976, -4.638], [5.570, 3.383, -4.657], [4.741, 2.692, -3.252], [2.864, -3.138, -5.954], [1.831, -4.331, -5.127], [0.520, -4.561, -5.860], [-0.550, -3.138, -5.790], [1.665, -3.983, -4.103], [2.400, -5.264, -5.081], [-0.025, -5.389, -5.397], [0.684, -4.810, -6.913], [3.480, -9.400, -1.030], [3.188, -7.976, 0.000], [4.470, -7.438, 0.614], [5.154, -8.551, 1.826], [2.460, -8.256, 0.768], [2.733, -7.212, -0.638], [4.269, -6.494, 1.129], [5.236, -7.255, -0.147], [0.583, 4.737, -9.669], [1.020, 6.033, -8.527], [1.488, 5.486, -7.189], [0.167, 4.715, -6.276], [0.152, 6.690, -8.413], [1.823, 6.609, -8.996], [1.869, 6.302, -6.567], [2.289, 4.750, -7.312], [-2.258, 6.871, -2.872], [-2.295, 7.379, -4.579], [-3.644, 7.955, -4.978], [-4.924, 6.717, -5.005], [-2.028, 6.515, -5.196], [-1.516, 8.137, -4.701], [-3.586, 8.373, -5.988], [-3.958, 8.753, -4.298]], "forces_ev_per_angstrom": [[1.703, -5.620, -7.617], [-2.925, 5.094, 6.785], [1.276, 1.022, 4.244], [0.566, -0.038, 0.077], [0.373, 0.752, 5.084], [-1.856, 2.580, -0.952], [-0.894, -0.469, 0.939], [-0.266, -1.209, 0.338], [-0.643, -0.523, -1.100], [-0.065, 0.447, 0.199], [-1.269, 1.306, -0.408], [-1.776, -0.767, -2.953], [1.515, 0.653, 3.090], [0.477, 1.163, -0.481], [0.017, -0.576, 1.548], [-6.234, -4.290, -3.981], [-0.306, 2.751, 1.896], [5.935, 1.882, 0.096], [-0.673, 0.713, -1.429], [-4.983, 0.735, -2.504], [-4.092, -0.918, 0.195], [4.543, 1.025, -0.352], [5.422, -6.583, -2.448], [-0.774, 1.366, 4.976], [0.377, 5.057, -0.509], [-5.224, 1.307, -0.637], [2.888, 5.127, -1.698], [-1.079, -2.430, 0.384], [0.197, -1.031, 0.199], [-3.133, 0.029, 0.039], [0.040, 1.050, 0.689], [0.496, 1.298, 1.233], [1.241, 0.328, -1.153], [0.235, 0.037, 0.467], [1.693, -1.253, 0.551], [8.759, -6.050, 2.701], [-3.868, 4.194, 0.870], [-3.726, 2.673, -4.999], [-2.095, -2.301, 1.567], [0.804, -0.762, -3.173], [0.186, 1.227, -1.712], [2.348, -0.440, 1.214], [-0.461, -2.498, -0.388], [2.165, 1.370, 0.387], [-0.863, 1.248, -1.744], [-1.445, -1.393, -0.950], [-1.126, 1.933, -1.182], [1.095, -1.765, -1.174], [1.863, 1.200, 0.899], [-1.298, -1.844, 0.844], [0.632, 1.581, 1.648], [0.016, -1.023, -2.480], [2.167, 1.522, 0.310], [-0.175, -2.287, -1.343], [-0.644, 2.125, -0.730], [-0.512, -0.344, 2.450], [2.304, -0.387, -0.061], [0.726, -1.692, -1.790], [-2.312, -0.536, 0.024], [1.591, 0.026, 1.770], [2.334, -1.777, 0.073], [-0.339, -1.469, 2.502], [-0.557, 2.736, 0.926], [1.895, 1.792, -0.072], [1.149, -2.483, -0.260], [-0.464, -0.720, 0.444], [0.370, 0.173, 0.180], [2.574, -0.807, -0.865], [-1.163, -1.872, 1.828], [-0.566, 1.005, -1.900], [-2.312, -1.408, 0.382], [1.360, 0.849, -1.674], [0.794, -0.848, 2.263], [-2.268, 0.151, 0.211], [0.273, -0.400, -2.582], [-2.010, -0.699, 0.675], [-0.164, -0.122, -0.101], [0.454, 0.391, -0.025], [0.237, -0.048, 0.052], [-0.044, -0.085, 0.091], [-0.157, -0.032, 0.271], [-0.184, 0.086, 0.023], [-0.096, -0.197, -0.013], [-0.051, -0.060, -0.247], [-0.056, 0.026, 0.075], [-0.102, -0.225, 0.058], [0.166, -0.286, 0.008], [0.017, 0.053, 0.040], [-0.024, 0.012, -0.267], [-0.140, 0.113, -0.079], [0.132, 0.138, -0.012], [0.016, 0.161, 0.238], [-0.019, 0.021, 0.042], [-0.034, 0.201, 0.121], [-0.074, 0.185, -0.130], [-0.036, 0.009, -0.058], [0.239, -0.015, -0.110], [0.155, -0.058, 0.074], [-0.053, -0.144, -0.072], [-0.188, -0.145, 0.138], [-0.023, 0.011, 0.059], [0.073, 0.189, 0.131], [0.271, 0.213, -0.208], [-0.030, -0.057, 0.018], [0.141, -0.224, 0.016], [-0.069, -0.138, 0.138], [-0.104, -0.081, -0.133], [-0.269, 0.111, -0.034], [-0.012, -0.043, 0.028], [-0.003, 0.087, -0.359], [0.194, 0.223, 0.002], [0.015, -0.004, 0.042], [-0.134, 0.149, 0.179], [-0.185, -0.055, 0.039], [0.066, -0.128, 0.147], [0.075, -0.252, -0.076]], "multiplicity": 1, "energy_ev": -224501.194, "charge": 1, "homo_energy_ev": -10.39, "orbital_gap_ha": 0.2211, "lumo_ha": -0.161}

{"formula": "C6H11NO2", "method": "ωB97M-V/def2-TZVPD", "elements": ["C", "C", "C", "O", "C", "N", "C", "C", "O", "H", "H", "H", "H", "H", "H", "H", "H", "H", "H", "H"], "positions_angstrom": [[0.417, -2.164, 0.211], [0.790, -1.102, 1.190], [0.907, 0.230, 1.024], [1.311, 0.996, 2.110], [-0.440, 0.593, 0.413], [-1.491, 0.913, 1.296], [-0.596, 0.713, -0.923], [0.426, 0.376, -1.957], [-1.769, 1.300, -1.380], [-0.601, -2.024, -0.143], [1.110, -2.227, -0.623], [0.430, -3.130, 0.723], [1.239, -1.492, 2.105], [1.219, 1.923, 1.866], [-1.175, 1.237, 2.196], [-2.169, 1.536, 0.885], [0.603, 1.238, -2.607], [1.363, 0.107, -1.475], [0.111, -0.468, -2.576], [-1.685, 1.445, -2.335]], "forces_ev_per_angstrom": [[-0.681, -0.234, 0.512], [2.953, -0.542, 0.915], [-4.067, -1.561, 1.067], [0.205, -0.028, -0.512], [0.895, 2.210, -2.204], [0.401, -0.227, 0.103], [0.334, 0.442, 0.891], [-0.109, 0.091, 0.176], [-0.220, -0.327, -0.494], [-0.107, 0.097, -0.390], [-0.021, 0.110, -0.138], [0.075, 0.097, -0.106], [0.320, -0.083, -0.013], [0.103, 0.029, -0.039], [-0.007, -0.028, 0.044], [-0.049, 0.080, -0.065], [0.062, -0.020, -0.083], [0.062, 0.016, -0.029], [-0.019, 0.008, -0.054], [-0.129, -0.131, 0.420]], "multiplicity": 1, "energy_ev": -11983.153, "charge": 0, "homo_energy_ev": -7.20, "orbital_gap_ha": 0.2897, "e_above_lowest_kcal_mol": 71.8, "smiles": "C/C=C(O)\\C(N)=C(/C)O", "lumo_ha": 0.025}

{"formula": "C3H4N2", "method": "ωB97M-V/def2-TZVPD", "elements": ["H", "N", "C", "N", "C", "C", "H", "H", "H"], "positions_angstrom": [[-1.688, 1.404, -0.104], [-0.750, 1.635, 0.263], [-0.022, 0.550, 0.095], [1.294, 0.629, 0.402], [-0.476, -0.787, -0.336], [-0.709, -1.940, -0.614], [1.935, -0.164, 0.378], [1.586, 1.547, 0.714], [-1.170, -2.874, -0.797]], "forces_ev_per_angstrom": [[0.417, 0.363, 0.446], [0.101, -2.512, -1.100], [-0.989, 1.230, 0.375], [0.715, -0.364, 0.048], [0.336, -0.044, 0.016], [-0.346, 1.400, 0.388], [-0.607, 0.679, 0.035], [0.202, -0.367, -0.037], [0.172, -0.385, -0.171]], "multiplicity": 1, "energy_ev": -6153.879, "charge": 0, "homo_energy_ev": -9.22, "orbital_gap_ha": 0.3737, "e_above_lowest_kcal_mol": 46.6, "smiles": "[H]/N=C(/N)C#C", "lumo_ha": 0.035}

{"formula": "C4H12N3", "method": "ωB97M-V/def2-TZVPD", "elements": ["N", "C", "C", "N", "C", "C", "N", "H", "H", "H", "H", "H", "H", "H", "H", "H", "H", "H", "H"], "positions_angstrom": [[-1.110, -2.176, -0.254], [-1.575, -0.905, 0.020], [-0.727, 0.118, 0.365], [-1.012, 1.409, -0.199], [0.549, 0.068, 1.089], [1.847, 0.081, 0.240], [1.614, 1.114, -0.921], [-0.164, -2.447, -0.031], [-1.599, -2.893, -0.745], [-2.536, -0.661, -0.415], [-1.176, 2.132, 0.503], [-1.758, 1.388, -0.880], [0.590, -0.908, 1.576], [0.622, 0.855, 1.845], [1.829, -0.834, -0.350], [2.706, 0.271, 0.884], [2.171, 1.946, -0.698], [1.657, 1.045, -1.937], [0.614, 1.478, -0.712]], "forces_ev_per_angstrom": [[0.321, -0.310, 0.912], [2.282, 0.422, -1.243], [-2.029, -0.491, -0.794], [0.215, 0.682, 0.833], [1.067, -0.839, 0.126], [-1.968, -0.522, -1.916], [-0.074, 2.555, 2.152], [-0.206, 0.248, 0.055], [-0.741, 0.036, 0.136], [-0.053, -0.048, 0.060], [-0.251, -0.032, -0.190], [-0.060, 0.136, 0.036], [0.081, 0.174, 0.526], [-0.192, -0.068, 0.096], [0.804, -0.286, 0.598], [0.246, 0.101, -0.815], [0.141, -0.129, -0.229], [0.461, -1.300, 0.173], [-0.044, -0.327, -0.516]], "multiplicity": 1, "energy_ev": -8805.411, "charge": 1, "homo_energy_ev": -11.17, "orbital_gap_ha": 0.2972, "e_above_lowest_kcal_mol": 53.6, "smiles": "N/C=C(/N)CC[NH3+]", "lumo_ha": -0.113}

{"formula": "C14H23N7OS2Sc", "method": "ωB97M-V/def2-TZVPD", "elements": ["Sc", "N", "C", "N", "C", "N", "C", "C", "N", "C", "C", "N", "H", "H", "H", "H", "H", "C", "C", "S", "O", "C", "C", "H", "H", "H", "H", "H", "H", "H", "H", "H", "H", "S", "C", "N", "C", "C", "C", "N", "H", "H", "H", "H", "H", "H", "H", "H"], "positions_angstrom": [[-0.782, 0.204, 0.476], [-4.383, 1.348, -1.663], [-3.266, 1.825, -1.149], [-2.586, 0.812, -0.598], [-3.394, -0.278, -0.845], [-4.486, 0.010, -1.489], [-3.052, -1.616, -0.344], [-3.814, -2.745, -0.603], [-3.492, -3.925, -0.082], [-2.417, -3.992, 0.693], [-1.625, -2.878, 0.948], [-1.948, -1.689, 0.424], [-5.121, 1.856, -2.139], [-2.980, 2.864, -1.176], [-4.695, -2.689, -1.231], [-2.169, -4.953, 1.125], [-0.741, -2.944, 1.570], [3.232, 0.475, 4.486], [1.795, 0.255, 4.022], [1.416, 1.407, 2.702], [0.047, 0.854, 2.084], [0.920, 2.892, 3.568], [-0.224, 2.760, 4.556], [3.432, -0.237, 5.286], [3.384, 1.471, 4.900], [3.951, 0.307, 3.686], [1.060, 0.396, 4.814], [1.645, -0.728, 3.573], [0.731, 3.611, 2.770], [1.863, 3.201, 4.035], [-1.074, 2.229, 4.131], [-0.554, 3.766, 4.814], [0.078, 2.273, 5.481], [1.244, 0.424, -0.848], [1.467, -0.040, -2.536], [1.679, 0.912, -3.416], [2.047, 0.644, -4.828], [2.710, -0.716, -4.917], [1.838, -1.763, -4.252], [1.508, -1.312, -2.878], [1.663, 1.865, -3.085], [2.717, 1.444, -5.134], [1.142, 0.699, -5.433], [3.692, -0.688, -4.443], [2.857, -0.979, -5.963], [2.349, -2.718, -4.157], [0.905, -1.921, -4.793], [1.432, -1.991, -2.138]], "forces_ev_per_angstrom": [[0.110, 0.002, -0.272], [-0.020, -0.181, -0.093], [0.029, -0.021, 0.106], [-0.067, 0.184, -0.019], [-0.140, -0.350, 0.117], [0.071, 0.349, 0.008], [-0.040, 0.087, -0.050], [-0.035, -0.108, 0.067], [0.050, 0.120, -0.018], [0.001, -0.070, 0.028], [-0.114, -0.023, -0.077], [0.192, 0.041, 0.006], [-0.017, -0.029, -0.017], [0.012, -0.006, 0.014], [-0.008, -0.001, 0.006], [-0.011, -0.004, -0.009], [-0.002, 0.008, 0.010], [-0.052, -0.005, 0.077], [-0.161, 0.003, 0.050], [-0.130, -0.068, -0.154], [0.148, 0.052, 0.081], [0.161, 0.078, 0.025], [0.005, 0.031, 0.005], [0.045, -0.001, -0.016], [-0.008, 0.005, -0.002], [0.000, -0.008, -0.007], [0.006, -0.047, 0.000], [0.103, -0.011, 0.005], [-0.057, -0.014, 0.003], [-0.054, 0.053, 0.029], [-0.008, 0.013, -0.012], [-0.015, -0.015, 0.032], [0.007, -0.014, -0.010], [0.122, -0.018, 0.107], [-0.082, -0.051, -0.045], [-0.052, -0.039, -0.045], [-0.037, 0.103, 0.174], [0.024, -0.031, -0.085], [-0.046, 0.004, 0.180], [-0.050, 0.052, 0.001], [0.014, 0.010, -0.017], [0.012, -0.024, -0.046], [0.015, -0.016, -0.032], [0.003, -0.002, 0.005], [0.009, 0.005, 0.007], [0.020, 0.003, -0.043], [0.020, -0.002, -0.040], [0.025, -0.043, -0.031]], "multiplicity": 1, "energy_ev": -69718.496, "charge": 3, "homo_energy_ev": -18.71, "orbital_gap_ha": 0.3217, "e_above_lowest_kcal_mol": 0.0, "lumo_ha": -0.366}

- What is the formula in the second record?
  C6H11NO2